No. 1
A cluster of 2 separate species, C27H47N4O7P in total in a non-equilibrium geometry, computed with ωB97M-V/def2-TZVPD.

The geometry in XYZ format:
```
86
Properties=species:S:1:pos:R:3
P -1.6340 3.2347 -3.3535
O -1.7475 4.8055 -2.7414
O -7.9209 -0.8773 0.5978
O -1.2780 2.0880 2.4723
O 3.4352 -3.5393 1.8684
O 0.2683 0.5971 1.8220
O 0.0320 3.0602 -3.6422
O -5.8951 0.0969 0.1650
N -2.0152 2.0926 -1.9938
N 4.2796 -2.7494 2.5234
N -0.1469 -0.4329 -5.2230
N -3.7785 3.5493 -1.0607
C 6.6779 -2.1101 2.5677
C -2.4107 0.1685 0.1049
C -1.3764 -0.0921 -0.9576
C -6.7514 -0.9911 0.4123
C 3.3098 -0.5714 1.7243
C -3.2314 1.4044 0.0998
C 4.3010 -0.7591 4.0254
C 5.9835 -3.8951 1.0548
C -0.8441 0.7769 2.2565
C -4.2877 1.7526 1.1926
C 3.5392 -1.5150 2.9138
C 4.5896 -0.2740 0.9501
C 0.8656 -1.7321 -3.2598
C 5.2820 -1.5662 0.5264
C -5.5233 2.3043 -2.4451
C -4.6390 3.5278 -2.0504
C -2.5432 -0.9104 1.2244
C -1.8214 -0.4224 2.5714
C 2.1772 -1.8350 3.5611
C -0.4726 -1.3589 -1.0050
C 1.0855 -0.6457 -4.3927
C -5.4159 0.6784 1.3923
C -4.7894 4.8032 -2.9608
C 5.4961 -2.5692 1.6755
C -2.9838 2.3580 -1.0239
C 0.8948 -1.1560 -1.7854
C -1.2306 0.9297 -1.9704
H -6.2935 1.2217 1.8601
H -4.6887 2.7964 1.0521
H -1.0636 4.9613 -2.0571
H 6.9334 -3.7463 0.5366
H 4.6740 -2.0339 -0.2577
H -1.0370 -2.1884 -1.5091
H -3.7187 1.7981 2.1706
H 1.7076 -0.9234 3.9374
H -5.8617 5.1018 -3.1020
H -0.9753 -0.7636 -4.7214
H -0.0793 -2.2959 -3.5101
H 7.6317 -2.4970 2.2042
H 5.2651 0.3453 1.5476
H -6.6084 2.5900 -2.5234
H 1.3491 0.3648 -3.9607
H 5.2185 -0.2844 3.6870
H -4.4243 4.4656 -3.9805
H 6.2420 -1.3231 0.0623
H -6.2570 -2.0115 0.3967
H -0.2525 0.5561 -5.4678
H 1.2305 -0.0778 -1.7755
H 6.7907 -1.0259 2.5989
H -0.1950 -1.7136 0.0296
H 1.4742 -2.2750 2.8535
H 1.8983 -0.9398 -5.1173
H 6.5713 -2.4781 3.5907
H -2.0375 -1.8763 0.9499
H -5.1704 1.9428 -3.4597
H 5.2895 -4.2874 0.3094
H 2.2959 -2.5185 4.4063
H -5.3677 1.4530 -1.7362
H 1.6992 -1.7262 -1.2360
H 1.7035 -2.4803 -3.3787
H 6.1371 -4.6585 1.8209
H -4.1166 5.6361 -2.6492
H 2.5783 -1.0113 1.0357
H 2.8716 0.3690 2.0685
H -1.2695 -1.2418 3.0934
H 3.6873 0.0502 4.4295
H 0.4683 3.4530 -2.8517
H -0.8850 2.6552 1.7825
H -5.1396 -0.1168 2.1488
H 4.3477 0.3160 0.0606
H -3.6084 -1.1715 1.4445
H 4.5478 -1.4254 4.8553
H -0.4527 0.7885 -2.7556
H -2.5908 0.0009 3.2807
```

As for the spin multiplicity: 2. The total charge is +1. As for the total energy: -58333.0347 eV. For the LUMO energy (spin up / spin down), the calculation gives -4.05 / -4.05 eV. The value obtained for the strongest force on any atom is 3.79 eV/A. The expectation value of S² is 0.75.

Results of the Mulliken charge analysis, in e, for atoms 1 through 8:
1 P 0.08
2 O -0.41
3 O -0.41
4 O -0.54
5 O -0.58
6 O -0.34
7 O -0.46
8 O -0.17

=====

No. 2
A structure of composition C8H10ClN2 in a non-equilibrium geometry, computed with ωB97M-V/def2-TZVPD.

The geometry in XYZ format:
```
21
Properties=species:S:1:pos:R:3
Cl 1.1347 2.5110 -0.3684
N 2.0277 -0.1746 0.2091
N -1.0528 -0.7778 0.2396
C -2.3057 -1.1851 0.2377
C 3.1929 0.5712 0.0663
C -3.1532 0.9474 -0.1103
C 1.9630 -1.5943 0.0592
C -0.7852 0.5429 0.0368
C -1.8271 1.4373 -0.3095
C 0.5415 1.0411 -0.1155
C -3.4096 -0.3479 0.1565
H 2.5885 -2.1414 0.7193
H -4.0521 1.5243 -0.3757
H -2.5056 -2.3290 0.3519
H -4.2988 -0.8773 0.3427
H 3.8545 -0.0238 0.7249
H 1.0095 -1.8816 0.1261
H -1.7926 2.4649 -0.6490
H 3.4384 0.6143 -0.9292
H 3.2036 1.4784 0.6288
H 2.2283 -1.7999 -1.0413
```

As for the spin multiplicity: 1. The total charge is +1. As for the total energy: -23948.7135 eV. For the LUMO energy (spin up / spin down), the calculation gives -6.14 / -5.59 eV. The value obtained for the strongest force on any atom is 6.64 eV/A.

Results of the Mulliken charge analysis, in e, for atoms 1 through 8:
1 Cl -0.07
2 N 0.02
3 N -0.34
4 C -0.04
5 C -1.17
6 C -0.40
7 C -0.63
8 C 0.80

=====

No. 3
A structure of composition C29H30AuBrN4O2, computed with ωB97M-V/def2-TZVPD.

The geometry in XYZ format:
```
67
Properties=species:S:1:pos:R:3
Au -0.7286 -0.9685 0.1574
Br 1.7134 -8.0740 4.0455
O -2.1006 -2.5557 2.6470
O -1.8532 -3.4166 0.5876
N -2.5129 -0.0134 0.3742
N 0.2251 -0.9442 1.9652
N -1.3771 -0.9018 -1.7210
N 0.8908 -2.0788 -0.2936
C -0.9831 2.0017 1.9666
C 2.7795 -4.4129 1.9785
C -3.0013 0.3892 1.6833
C -3.2404 0.0948 -0.7203
C -0.7236 -5.7508 1.6350
C -4.5627 -0.3862 -3.5677
C -0.9951 -4.6365 2.4209
C 0.6490 -2.9909 -1.4076
C -3.2961 -0.7476 -3.1302
C -5.5289 0.3824 -2.9534
C 2.0301 -3.8283 0.9457
C -1.7413 -3.4382 1.8407
C -0.4943 -4.5837 3.7139
C -0.3675 -1.0036 -2.7585
C -2.6398 -0.5256 -1.9160
C 0.0554 -6.7905 2.1185
C 0.3028 -5.6069 4.2115
C 3.1684 -2.5040 3.4894
C -2.4895 1.7676 2.1102
C -0.2108 -0.1989 3.1384
C 1.3098 -1.6803 1.9887
C -4.4299 0.8620 -0.7473
C 0.4600 -2.2940 -2.7529
C 2.3074 -1.5611 3.0069
C -5.4198 0.9700 -1.6975
C 1.4728 -2.5655 0.8346
C -0.0965 1.3171 3.0103
C 3.3231 -3.8429 3.0966
C 0.5751 -6.6938 3.4006
H 2.3356 -0.5941 3.4925
H 0.7121 -5.5579 5.2115
H 3.9435 -4.4711 3.7230
H -2.7345 -1.3565 -3.8269
H 0.2695 -7.6577 1.5080
H -2.7225 -0.4134 2.3592
H -0.8037 3.0763 2.0522
H 1.5127 -3.6456 -1.5267
H -4.5849 1.4660 0.1359
H -6.4394 0.5659 -3.5084
H 1.4381 -2.0376 -3.1650
H -0.8234 -0.8681 -3.7377
H 0.9471 1.5776 2.8063
H -1.1239 -5.7784 0.6297
H 1.8020 -4.5028 0.1345
H -4.0926 0.3882 1.6847
H 2.9898 -5.4668 1.8347
H -4.8183 -0.7602 -4.5533
H 3.7878 -2.1802 4.3192
H -0.2196 -3.6129 -1.1602
H -1.2266 -0.5188 3.3471
H -3.0015 2.5259 1.5092
H 0.3714 -0.5260 3.9988
H 0.0173 -3.0311 -3.4264
H -0.7260 -3.7152 4.3170
H -6.2423 1.6175 -1.4126
H -0.3338 1.7354 3.9938
H -0.6642 1.7323 0.9567
H 0.3122 -0.1577 -2.6159
H -2.7944 1.9356 3.1482
```

As for the spin multiplicity: 1. As for the total energy: -114347.9281 eV. For the LUMO energy, the calculation gives -0.24 eV. The value obtained for the strongest force on any atom is 0.27 eV/A.

Results of the Mulliken charge analysis, in e, for atoms 1 through 8:
1 Au 1.46
2 Br -0.18
3 O -0.77
4 O -0.77
5 N -0.13
6 N -0.25
7 N -0.32
8 N -0.32

=====

No. 4
A cluster of 2 separate species, C2H3IN2O2 in total in a non-equilibrium geometry, computed with ωB97M-V/def2-TZVPD.

The geometry in XYZ format:
```
10
Properties=species:S:1:pos:R:3
I 1.8362 0.5875 2.8028
O -1.8202 -0.6001 -0.8629
O 2.5988 -1.2066 -0.4697
N 1.7028 -0.7806 -1.1520
N 0.5021 -0.6664 -0.6722
C -0.6076 -0.1062 -0.7453
C -1.5737 0.7877 -0.2836
H -2.0206 1.4388 -1.0079
H 1.1298 -0.3497 1.6126
H -1.7476 0.8957 0.7782
```

As for the spin multiplicity: 1. As for the total energy: -17292.7385 eV. For the LUMO energy, the calculation gives -0.04 eV. The value obtained for the strongest force on any atom is 2.52 eV/A.

Results of the Mulliken charge analysis, in e, for atoms 1 through 8:
1 I -0.08
2 O -0.37
3 O -0.38
4 N -0.11
5 N 0.17
6 C 0.49
7 C -0.25
8 H 0.23

=====

No. 5
A cluster of 9 separate species, C13H43N16O9 in total in a non-equilibrium geometry, computed with ωB97M-V/def2-TZVPD.

The geometry in XYZ format:
```
81
Properties=species:S:1:pos:R:3
O 2.4271 -2.3534 -2.3746
O -2.4355 -3.8621 2.8067
O -0.4268 1.9640 -4.3190
O -0.7900 5.4901 3.9108
O 3.4787 2.8195 4.7615
O 5.5734 -5.1518 -0.7549
O -5.2429 -2.5438 5.6903
O -2.3093 2.4061 0.3328
O -2.1621 1.4779 -9.9012
N -1.0338 -2.1256 2.4972
N 3.3917 -0.5157 -3.2513
N 4.1142 2.8612 6.9225
N 5.4224 3.8042 5.3345
N 4.5249 -6.1983 0.9426
N -1.9800 -0.7289 -10.3171
N 1.0886 4.3946 4.4995
N 4.6683 -2.2620 -2.5857
N -6.8279 -4.0895 6.1082
N -6.1240 -3.7274 3.9878
N -2.3578 3.1180 -4.4451
N -0.6079 3.2833 3.4949
N -0.2835 0.3824 -9.3126
N -1.6705 1.8571 -6.1945
N 3.4468 -5.8482 -1.0164
N -2.5087 -2.1041 4.2138
C 3.4316 -1.7490 -2.7155
C -6.0156 -3.3989 5.2878
C 0.5549 0.3770 -0.2765
C -0.1443 4.4554 3.9650
C -1.5164 0.4432 -9.8471
C -2.8577 1.0528 0.4453
C -2.0193 -2.7671 3.1506
C 0.0011 3.0911 -0.3498
C 1.0502 1.9028 0.0439
C -1.4760 2.5995 -0.8589
C -1.4216 2.2921 -4.9462
C 4.2869 3.1411 5.6181
C 4.5785 -5.6979 -0.3050
H 4.7429 -3.1887 -2.1865
H -5.5302 -3.2312 3.3363
H 1.3198 2.0113 1.1976
H 3.2721 2.3629 7.1791
H 1.1454 -0.4167 0.3920
H 3.4448 -5.4855 -1.9607
H 4.2079 -0.0021 -3.5380
H 0.1029 1.2428 -8.9470
H 0.5149 3.8633 -1.1002
H 3.7148 -6.6514 1.3307
H -2.9047 -0.7270 -10.7278
H -2.4814 0.2798 -0.3451
H -0.6375 -2.5902 1.6906
H 5.3560 -6.1060 1.5119
H -0.6777 -1.2236 2.7651
H -1.5325 3.2852 3.0842
H -1.4766 1.7194 -1.6280
H -1.4632 -1.5913 -10.2815
H 6.0999 4.0776 6.0261
H -0.1841 3.7200 0.6481
H 5.5910 4.0345 4.3639
H -0.9906 1.2332 -6.6090
H -6.7544 -4.4288 3.6372
H -2.4840 2.1161 -6.7269
H 5.5073 -1.7797 -2.8606
H -6.7777 -3.8729 7.0952
H -3.1834 3.3996 -4.9463
H -2.1789 -1.2018 4.5125
H -3.2519 -2.5520 4.7337
H 2.0667 2.1313 -0.5299
H -1.9470 3.5308 -1.4406
H -4.0429 1.0993 0.4057
H 2.4799 -0.0928 -3.3664
H -0.0911 2.4209 3.5305
H -2.6103 0.5764 1.5118
H 2.6175 -6.2952 -0.6633
H 0.7256 0.1068 -1.4265
H -7.4708 -4.7972 5.7955
H -2.2087 3.4684 -3.5078
H 1.4751 5.2551 4.8651
H 4.7684 3.1177 7.6426
H 1.6358 3.5520 4.5532
H 0.2637 -0.4602 -9.2589
```

As for the spin multiplicity: 1. The total charge is -1. As for the total energy: -56451.1625 eV. For the LUMO energy, the calculation gives 2.01 eV. The value obtained for the strongest force on any atom is 2.55 eV/A.

Results of the Mulliken charge analysis, in e, for atoms 1 through 8:
1 O -0.64
2 O -0.70
3 O -0.63
4 O -0.71
5 O -0.70
6 O -0.67
7 O -0.69
8 O -0.37

=====

No. 6
The molecule C2H8Br2Si3 in a non-equilibrium geometry, computed with ωB97M-V/def2-TZVPD.

The geometry in XYZ format:
```
15
Properties=species:S:1:pos:R:3
Br -0.2042 0.9410 -3.0198
Br 1.2077 1.4787 2.7403
Si -0.9861 -1.3616 0.0977
Si 0.0546 1.4668 -0.8763
Si 1.6359 0.4671 0.7413
C 0.9259 -1.1859 0.3978
C -1.4405 0.5352 -0.0385
H 1.2420 -2.0518 0.8303
H 2.9527 0.6837 0.1124
H 1.3906 -1.2387 -0.6372
H -0.8937 -2.1475 -1.1486
H -2.4246 0.5660 -0.4860
H -0.2038 2.9383 -0.8742
H -1.4881 0.9365 1.0234
H -1.7685 -2.0277 1.1374
```

As for the spin multiplicity: 1. As for the total energy: -165923.3904 eV. For the LUMO energy, the calculation gives 0.24 eV. The value obtained for the strongest force on any atom is 3.13 eV/A.

Results of the Mulliken charge analysis, in e, for atoms 1 through 8:
1 Br -0.27
2 Br -0.26
3 Si 0.44
4 Si 0.46
5 Si 0.36
6 C -0.92
7 C -0.86
8 H 0.61